Density functional theory data (wB97M-V/def2-TZVPD) for a cluster of 12 separate species, C38H102N2O12 in total at a distorted geometry.

Last column: Löwdin charge in e.
CARTESIAN COORDINATES (ANGSTROEM)
C (0.599, 0.398, -2.593)  -0.08
O (-0.184, 0.521, -1.385)  -0.21
C (0.604, 0.179, -0.200)  -0.16
C (-0.427, 0.080, 0.948)  -0.42
C (0.328, -0.089, 2.261)  -0.03
N (-1.372, -0.983, 0.692)  0.07
H (1.364, 1.172, -2.654)  0.07
H (-0.088, 0.500, -3.434)  0.07
H (1.058, -0.584, -2.620)  0.07
H (1.230, -0.730, -0.379)  0.12
H (1.196, 1.062, 0.028)  0.10
H (-0.873, 1.073, 0.868)  0.12
H (-0.211, -0.133, 3.217)  0.08
H (1.058, 0.698, 2.269)  0.06
H (0.866, -1.054, 2.190)  0.07
H (-0.840, -1.868, 0.669)  0.08
H (-1.671, -0.840, -0.278)  0.07
C (0.209, 3.129, -5.271)  -0.13
O (0.204, 2.292, -6.395)  -0.18
C (-1.110, 1.998, -6.792)  -0.23
C (-1.099, 1.186, -8.092)  -0.45
C (-0.686, 2.095, -9.239)  -0.05
N (-2.397, 0.608, -8.349)  0.04
H (-0.377, 4.051, -5.458)  0.09
H (1.269, 3.442, -5.085)  0.09
H (-0.246, 2.686, -4.343)  0.08
H (-1.569, 1.453, -5.968)  0.10
H (-1.743, 2.896, -6.948)  0.14
H (-0.326, 0.408, -8.041)  0.13
H (0.256, 2.536, -9.002)  0.07
H (-1.454, 2.872, -9.360)  0.09
H (-0.568, 1.469, -10.109)  0.08
H (-3.102, 1.234, -8.690)  0.07
H (-2.856, 0.192, -7.540)  0.06
C (3.682, -2.158, 2.563)  -0.06
C (3.025, -2.744, 3.848)  -0.44
C (2.846, -4.275, 3.554)  -0.04
O (3.879, -2.458, 4.937)  -0.06
H (4.682, -2.646, 2.410)  0.09
H (3.943, -1.137, 2.453)  0.06
H (3.128, -2.446, 1.665)  0.05
H (2.035, -2.351, 4.071)  0.13
H (3.731, -4.559, 2.990)  0.07
H (1.979, -4.490, 2.950)  0.05
H (2.840, -4.866, 4.482)  0.09
H (4.659, -3.030, 4.864)  0.11
C (-4.322, 0.991, 2.325)  -0.05
C (-4.415, -0.426, 2.846)  -0.50
C (-5.200, -1.240, 1.853)  -0.06
O (-3.129, -0.959, 3.062)  -0.07
H (-5.333, 1.236, 1.994)  0.08
H (-3.674, 1.070, 1.453)  0.06
H (-4.006, 1.679, 3.128)  0.07
H (-4.954, -0.466, 3.779)  0.13
H (-6.243, -0.976, 1.784)  0.07
H (-5.095, -2.304, 2.072)  0.09
H (-4.877, -1.029, 0.822)  0.08
H (-2.621, -1.066, 2.267)  0.03
C (2.035, 0.219, 6.229)  -0.06
C (2.870, 0.793, 5.116)  -0.53
C (2.660, 2.292, 5.017)  -0.04
O (4.240, 0.512, 5.300)  -0.04
H (1.020, 0.453, 5.950)  0.06
H (2.307, 0.693, 7.206)  0.10
H (2.176, -0.866, 6.357)  0.08
H (2.485, 0.307, 4.218)  0.10
H (1.653, 2.555, 4.783)  0.04
H (3.322, 2.708, 4.247)  0.08
H (2.990, 2.714, 5.989)  0.10
H (4.358, -0.448, 5.364)  0.06
C (-1.364, 3.003, 4.499)  -0.03
C (-0.623, 3.967, 3.482)  -0.51
C (-1.381, 4.041, 2.172)  -0.06
O (-0.439, 5.192, 4.101)  -0.02
H (-1.550, 2.006, 4.078)  0.06
H (-2.365, 3.429, 4.573)  0.07
H (-0.886, 2.977, 5.481)  0.08
H (0.350, 3.554, 3.332)  0.09
H (-1.570, 3.135, 1.614)  0.06
H (-0.864, 4.739, 1.511)  0.06
H (-2.371, 4.498, 2.313)  0.09
H (-0.026, 5.792, 3.468)  0.10
C (-2.810, -0.171, 6.469)  -0.05
C (-1.855, -1.327, 6.177)  -0.50
C (-1.347, -1.885, 7.493)  -0.07
O (-2.472, -2.402, 5.481)  -0.06
H (-3.606, -0.519, 7.135)  0.08
H (-3.288, 0.230, 5.568)  0.06
H (-2.348, 0.679, 6.958)  0.07
H (-0.987, -1.033, 5.579)  0.11
H (-0.971, -1.095, 8.163)  0.08
H (-0.576, -2.638, 7.429)  0.07
H (-2.197, -2.352, 7.988)  0.08
H (-2.835, -2.124, 4.618)  0.06
C (5.651, -0.756, -0.523)  -0.05
C (4.263, -0.650, -1.137)  -0.51
C (4.336, 0.124, -2.426)  -0.05
O (3.667, -1.930, -1.273)  -0.06
H (6.041, 0.234, -0.269)  0.09
H (6.370, -1.091, -1.298)  0.09
H (5.704, -1.485, 0.286)  0.07
H (3.555, -0.147, -0.467)  0.12
H (4.560, 1.161, -2.226)  0.08
H (3.412, 0.004, -2.985)  0.06
H (5.174, -0.244, -3.017)  0.08
H (4.350, -2.508, -1.638)  0.10
C (-3.958, 1.895, -4.157)  -0.05
C (-3.683, 0.729, -3.191)  -0.46
C (-3.606, 1.214, -1.755)  -0.06
O (-4.730, -0.289, -3.230)  -0.05
H (-4.131, 1.579, -5.173)  0.06
H (-3.073, 2.521, -4.070)  0.06
H (-4.849, 2.453, -3.856)  0.09
H (-2.718, 0.304, -3.421)  0.11
H (-3.366, 0.448, -1.026)  0.05
H (-4.592, 1.535, -1.453)  0.08
H (-2.901, 2.063, -1.727)  0.09
H (-4.367, -1.044, -3.704)  0.07
C (-0.138, -3.044, -4.101)  -0.04
C (-1.205, -2.460, -5.063)  -0.51
C (-0.710, -2.414, -6.491)  -0.05
O (-2.439, -3.106, -4.932)  -0.03
H (0.767, -2.440, -4.132)  0.07
H (0.120, -4.080, -4.373)  0.09
H (-0.592, -3.014, -3.120)  0.06
H (-1.353, -1.432, -4.762)  0.11
H (-0.543, -3.365, -6.960)  0.08
H (0.177, -1.792, -6.615)  0.09
H (-1.422, -1.888, -7.104)  0.06
H (-2.519, -3.696, -5.693)  0.09
C (1.185, -3.850, 0.377)  -0.07
C (0.185, -4.860, -0.130)  -0.47
C (0.790, -5.808, -1.172)  -0.05
O (-0.304, -5.594, 1.001)  -0.04
H (2.083, -4.331, 0.756)  0.07
H (0.819, -3.258, 1.226)  0.07
H (1.458, -3.220, -0.455)  0.06
H (-0.652, -4.348, -0.621)  0.13
H (1.635, -6.389, -0.786)  0.08
H (1.169, -5.265, -2.014)  0.06
H (0.097, -6.588, -1.518)  0.08
H (-0.976, -6.215, 0.784)  0.07
C (1.720, 3.791, 0.520)  -0.06
C (2.383, 3.746, -0.836)  -0.48
C (1.486, 4.389, -1.922)  -0.03
O (3.685, 4.326, -0.883)  -0.04
H (1.548, 4.844, 0.793)  0.09
H (2.318, 3.370, 1.338)  0.09
H (0.762, 3.284, 0.523)  0.05
H (2.529, 2.712, -1.132)  0.11
H (0.436, 4.231, -1.702)  0.08
H (1.739, 3.993, -2.908)  0.06
H (1.718, 5.442, -1.923)  0.07
H (3.601, 5.283, -0.783)  0.09

Values from the calculation:
LUMO   0.371 eV
Energy   -2521.3204 hartree
SMILES   COC[C@H](C)N.COC[C@H](C)N.CC(C)O.CC(C)O.CC(C)O.CC(C)O.CC(C)O.CC(C)O.CC(C)O.CC(C)O.CC(C)O.CC(C)O
Highest occupied orbital energy   -9.389 eV


Density functional theory data (wB97M-V/def2-TZVPD) for a cluster of 6 separate species, C31H43FN10O4PS in total at a distorted geometry.

Last column: Löwdin charge in e.
CARTESIAN COORDINATES (ANGSTROEM)
C (1.944, -0.893, -0.847)  -0.01
C (0.644, -1.478, -0.375)  -0.34
C (0.694, -2.980, -0.214)  -0.01
N (-0.410, -0.751, -0.206)  0.12
C (-0.932, -0.543, 1.152)  -0.45
C (-1.958, -1.668, 1.487)  -0.10
C (-2.771, -2.102, 0.284)  -0.16
F (-3.246, -1.010, -0.452)  -0.06
N (0.127, -0.633, 2.147)  0.11
C (0.969, 0.528, 2.293)  -0.30
N (1.790, 0.331, 3.506)  0.10
C (2.969, 0.627, 3.384)  -0.77
S (4.445, 1.045, 3.182)  0.84
C (0.243, 1.873, 2.426)  -0.23
N (-0.433, 2.100, 3.672)  0.18
C (0.150, 2.736, 4.551)  -0.25
O (0.693, 3.181, 5.462)  0.26
N (-0.685, 1.992, 1.256)  0.14
C (-1.641, 0.833, 1.070)  -0.19
P (-3.103, 1.071, 2.165)  0.47
O (-2.942, 0.562, 3.519)  -0.23
O (-3.418, 2.669, 2.230)  -0.12
O (-4.403, 0.404, 1.524)  -0.08
H (2.328, -1.467, -1.692)  0.09
H (1.866, 0.171, -1.057)  0.08
H (2.651, -1.063, -0.025)  0.11
H (-0.147, -3.454, -0.717)  0.09
H (1.597, -3.373, -0.680)  0.08
H (0.762, -3.261, 0.840)  0.09
H (-2.578, -1.447, 2.356)  0.10
H (-1.346, -2.525, 1.781)  0.13
H (-3.644, -2.653, 0.641)  0.13
H (-2.236, -2.762, -0.393)  0.11
H (-0.265, -0.863, 3.058)  0.14
H (1.667, 0.640, 1.456)  0.13
H (1.000, 2.650, 2.283)  0.17
H (-1.162, 2.898, 1.237)  0.17
H (-0.084, 1.985, 0.419)  0.16
H (-1.997, 0.929, 0.042)  0.11
H (-4.102, 2.890, 1.580)  0.10
H (-4.560, 0.688, 0.609)  0.10
N (2.785, -6.995, -0.303)  0.01
C (4.082, -7.311, -0.610)  -0.15
C (4.901, -6.578, 0.205)  -0.10
C (4.067, -5.792, 1.044)  -0.11
C (2.769, -6.072, 0.708)  -0.16
H (1.973, -7.383, -0.748)  0.14
H (4.310, -8.029, -1.380)  0.11
H (5.977, -6.604, 0.203)  0.10
H (4.385, -5.102, 1.808)  0.09
H (1.839, -5.697, 1.101)  0.10
N (4.349, -6.152, -3.938)  0.00
C (4.335, -4.911, -4.514)  -0.15
C (5.109, -4.961, -5.642)  -0.11
C (5.608, -6.287, -5.753)  -0.11
C (5.120, -6.996, -4.689)  -0.14
H (3.871, -6.403, -3.092)  0.11
H (3.778, -4.101, -4.074)  0.09
H (5.297, -4.141, -6.314)  0.09
H (6.250, -6.674, -6.526)  0.09
H (5.257, -8.025, -4.403)  0.11
N (-1.980, 3.131, -2.123)  0.00
C (-2.290, 3.699, -3.332)  -0.16
C (-1.555, 3.066, -4.295)  -0.09
C (-0.774, 2.072, -3.652)  -0.08
C (-1.050, 2.132, -2.315)  -0.14
H (-2.373, 3.411, -1.244)  0.13
H (-3.004, 4.504, -3.401)  0.12
H (-1.573, 3.292, -5.348)  0.11
H (-0.082, 1.393, -4.121)  0.10
H (-0.667, 1.546, -1.495)  0.06
N (0.103, 5.888, -2.864)  0.00
C (0.655, 6.490, -1.764)  -0.16
C (1.941, 6.843, -2.078)  -0.11
C (2.171, 6.442, -3.422)  -0.11
C (1.018, 5.858, -3.877)  -0.14
H (-0.831, 5.522, -2.916)  0.10
H (0.087, 6.618, -0.857)  0.09
H (2.637, 7.337, -1.422)  0.09
H (3.078, 6.570, -3.988)  0.09
H (0.773, 5.426, -4.832)  0.11
N (-5.040, 3.067, 4.778)  0.00
C (-5.189, 4.281, 5.391)  -0.14
C (-6.525, 4.474, 5.627)  -0.11
C (-7.209, 3.328, 5.141)  -0.11
C (-6.266, 2.477, 4.627)  -0.14
H (-4.168, 2.674, 4.480)  0.10
H (-4.336, 4.903, 5.606)  0.10
H (-6.963, 5.338, 6.097)  0.09
H (-8.270, 3.148, 5.169)  0.09
H (-6.360, 1.506, 4.170)  0.10

Values from the calculation:
LUMO   -3.401 eV
Energy   -2894.7120 hartree
Highest occupied orbital energy   -9.766 eV
Charge   +1